Entry P
The following is a DFT calculation (ωB97M-V/def2-TZVPD) of 14 unconnected molecules or ions with the total composition H28O14.

Values from the calculation:
- multiplicity = 1
- LUMO level (eV) = -0.22
- charge = 0
- frontier orbital gap (hartree) = 0.3977

Positions of all 42 atoms, in Å:
H1 -0.5584 0.7773 -4.8223
H2 -3.7607 0.9415 -2.4982
H3 2.6474 3.4942 -2.2235
H4 -3.9974 2.6593 2.5267
H5 3.9271 -0.5409 -0.9099
H6 1.2443 -2.6561 -2.6590
H7 -0.0418 4.6199 -1.6307
H8 -0.6834 -5.3845 -0.0489
O1 -1.3362 1.2991 -4.6247
H9 3.1026 -2.4775 3.2125
H10 5.1282 -1.4098 -1.2172
H11 -3.3748 2.2843 1.1987
H12 -0.9953 2.0876 -4.2026
H13 -0.3148 -0.8664 0.3771
H14 0.8472 0.6182 4.2243
O2 -0.1807 -6.1832 -0.2090
O3 0.8854 -3.3782 -3.1747
H15 0.0316 -3.0614 -3.4696
O4 0.0347 4.8519 1.4435
H16 -3.1410 -3.3851 0.7936
O5 -1.5481 -2.0576 4.4183
H17 -5.0168 0.7161 -1.6837
H18 -2.2872 -1.9956 5.0235
O6 0.3022 -0.4060 -0.1918
O7 1.7571 0.8831 4.0897
H19 -0.1610 0.3896 -0.4541
H20 0.4442 -5.9405 -0.8923
O8 3.0349 -2.2363 2.2887
O9 -2.2134 -3.1793 0.6783
O10 -0.1108 4.3900 -2.5573
H21 2.0732 0.3098 3.3913
H22 -1.8798 -3.0680 1.5685
H23 3.9167 2.7771 -1.8155
H24 -0.6781 4.2219 1.5498
O11 -3.1567 2.6113 2.0714
H25 0.4829 4.8521 2.2893
H26 3.3367 -3.0117 1.8154
O12 3.5928 3.4843 -2.3733
O13 4.6418 -0.6501 -1.5373
H27 -0.9069 -2.6001 4.8774
O14 -4.2557 1.2920 -1.7577
H28 -0.8319 4.9277 -2.8849

---

Entry Q
The following is a DFT calculation (ωB97M-V/def2-TZVPD) of 14 unconnected molecules or ions with the total composition H28O14.

Values from the calculation:
- multiplicity = 1
- LUMO level (eV) = -0.96
- charge = 0
- frontier orbital gap (hartree) = 0.3083

Positions of all 42 atoms, in Å:
H1 -2.3194 -1.7964 2.1765
H2 1.7254 0.4026 -3.6697
H3 -1.8532 1.3352 -0.1721
H4 1.1134 0.4841 3.1853
H5 -0.5352 -2.1441 -1.9318
H6 -2.6519 2.4783 0.3247
H7 0.4744 -2.7687 -0.2327
H8 -0.9591 -0.4005 2.6426
H9 2.3137 0.2416 2.4133
H10 1.6309 3.2695 -2.1365
H11 -1.3684 0.9153 3.1190
O1 0.4934 -0.1871 0.4611
O2 -2.3747 1.6107 0.5809
H12 -1.6732 -2.1888 -0.9528
O3 -0.7482 0.2569 3.3334
H13 -0.7182 2.2979 0.9863
O4 -3.6668 -0.7647 0.0418
O5 2.7512 -1.2633 -1.5923
H14 1.6591 -3.1998 0.6382
O6 1.5528 2.5306 -1.5117
H15 -1.2487 1.2891 -2.7687
H16 -1.3461 0.0198 -1.8322
O7 0.9918 0.2357 -3.0160
H17 0.6700 2.5655 0.4127
H18 -0.8955 -2.2485 2.1500
H19 1.4686 1.7526 -2.0801
O8 3.1079 0.3383 0.8898
H20 -3.9873 -0.2099 -0.7173
O9 0.0852 2.7735 1.1176
O10 -1.5105 -1.6433 1.7546
O11 2.0903 0.3923 3.3059
O12 -1.0736 -1.5792 -1.3504
O13 -1.6285 0.9437 -1.9391
H21 -2.9505 -0.3107 0.5045
H22 2.1367 -0.6709 -2.0150
H23 3.0236 1.2546 0.7686
H24 2.1872 0.0879 0.7501
O14 0.7903 -3.4653 0.3306
H25 0.4846 -0.2895 -0.5033
H26 -0.1521 -0.8367 0.7089
H27 2.6279 -1.3202 -0.6344
H28 0.2827 -0.1880 -3.5408

---

It comes down to entry Q, which is 11.4 kJ/mol more stable than the next structure.

---

Entry P
The following is a DFT calculation (ωB97M-V/def2-TZVPD) of a single C5H10N2 molecule.

Values from the calculation:
- multiplicity = 1
- SMILES = C1CN[C@@H]2C[C@@H]2N1
- LUMO level (eV) = 0.97
- charge = 0
- frontier orbital gap (hartree) = 0.3194

Positions of all 17 atoms, in Å:
H1 0.3324 1.7080 0.2424
C1 0.6588 0.9079 0.9147
H2 2.2906 -0.3753 0.3314
H3 -1.4194 -1.4056 -1.4583
H4 -0.5504 1.3799 -0.7718
H5 -0.0364 -0.4927 2.5924
C2 0.6253 -0.2200 -1.2904
H6 1.0180 -0.4928 -2.4006
C3 -0.5715 -0.9670 -0.7206
C4 -0.4741 -0.1208 1.4554
H7 1.1813 1.6352 1.8168
H8 -1.3079 0.3884 -2.3305
H9 -1.3201 0.6022 1.6461
N1 -0.7907 -1.1968 0.6195
H10 -0.4547 -2.1743 0.9039
N2 1.5252 0.2698 -0.1811
C5 -0.7066 0.5540 -1.3693

---

Entry Q
The following is a DFT calculation (ωB97M-V/def2-TZVPD) of 2 unconnected molecules or ions with the total composition C5H10N2.

Values from the calculation:
- multiplicity = 1
- SMILES = [H]/N=C/C.C#CNC
- LUMO level (eV) = 1.02
- charge = 0
- frontier orbital gap (hartree) = 0.3396

Positions of all 17 atoms, in Å:
C1 1.4934 1.5985 0.0600
H1 0.6906 2.3039 0.2805
H2 -1.2664 -1.9697 0.2591
N1 1.0757 0.3165 0.6002
H3 -2.9686 -1.5012 0.3829
H4 1.0803 0.2506 1.6112
H5 -1.6901 1.8041 -1.0246
C2 -1.6635 -0.1026 -0.5983
H6 2.8095 -2.5494 -0.5706
C3 -1.9450 -1.1357 0.4450
C4 1.4537 -0.8246 -0.0517
H7 1.5466 1.5424 -1.0273
H8 -1.7465 -0.7302 1.4339
C5 2.2823 -1.6584 -0.3656
N2 -1.6490 1.1425 -0.2514
H9 -1.9802 -0.4007 -1.6084
H10 2.4771 1.9138 0.4250

---

It comes down to entry Q, which is 181.0 kJ/mol more stable than the next structure.

---

Entry P
The following is a DFT calculation (ωB97M-V/def2-TZVPD) of a single C5H7NOS molecule.

Values from the calculation:
- multiplicity = 1
- SMILES = C/C=C\NC(=S)C=O
- LUMO level (eV) = -0.91
- charge = 0
- frontier orbital gap (hartree) = 0.2809

Positions of all 15 atoms, in Å:
C1 0.8542 1.6973 0.5381
H1 1.8826 2.4866 2.3096
S1 1.2125 3.1099 -0.2471
C2 -0.1610 -0.5672 0.4517
C3 -1.0719 -1.4627 -1.7581
N1 0.2216 0.6754 -0.0479
H2 -0.9999 -2.4516 0.2152
H3 0.0342 -0.7082 1.5275
H4 -0.6538 -0.5995 -2.2814
C4 -0.7315 -1.5334 -0.2879
O1 1.0054 0.7211 2.7601
H5 -0.7045 -2.3614 -2.2348
H6 -2.1583 -1.4638 -1.9037
H7 -0.0123 0.8409 -1.0393
C5 1.2827 1.6165 1.9980

---

Entry Q
The following is a DFT calculation (ωB97M-V/def2-TZVPD) of a single C5H7NOS molecule.

Values from the calculation:
- multiplicity = 1
- SMILES = S/N=C/C1=CCCO1
- LUMO level (eV) = 0.41
- charge = 0
- frontier orbital gap (hartree) = 0.3202

Positions of all 15 atoms, in Å:
N1 -0.3519 -0.9322 -1.3153
C1 1.7365 0.1169 2.3643
H1 1.1456 -1.6177 0.9693
O1 0.3882 1.6093 0.9431
H2 -1.3093 0.9597 -0.8941
H3 0.2070 1.6393 3.0039
C2 1.1593 -0.5307 1.1620
C3 0.3505 0.3110 0.5018
H4 1.3112 -0.3591 3.2494
C4 -0.5871 0.1368 -0.6396
H5 -1.0295 -2.2212 -3.0306
H6 1.5647 2.4557 2.1691
C5 0.9730 1.5145 2.2533
H7 2.8325 0.2513 2.3686
S1 -1.6974 -1.0468 -2.5015

---

It comes down to entry P, which is 150.3 kJ/mol more stable than the next structure.

---

Entry P
The following is a DFT calculation (ωB97M-V/def2-TZVPD) of 2 unconnected molecules or ions with the total composition C5H16NO.

Values from the calculation:
- multiplicity = 1
- LUMO level (eV) = -3.31
- charge = +1
- frontier orbital gap (hartree) = 0.4100

Positions of all 23 atoms, in Å:
H1 0.5267 -0.4374 -1.5965
H2 -2.1443 0.2223 0.6992
O1 -0.0593 1.1442 -2.9964
H3 0.6221 0.4088 2.9763
C1 0.9563 -1.4001 0.2212
H4 0.1085 1.0151 -3.9197
N1 0.8890 -1.3480 -1.2787
H5 -1.2965 0.3691 -0.6287
H6 -0.3168 -1.3519 1.8904
H7 -1.0325 1.0141 3.0786
H8 -1.0080 2.1339 0.9220
C2 -0.0722 1.1471 2.5733
C3 -1.0810 0.0907 0.4438
H9 0.3565 2.1299 2.8316
C4 -0.4559 -1.2411 0.8167
H10 0.6465 1.4578 0.5312
H11 0.2876 -2.0475 -1.7229
H12 -1.0845 -2.0596 0.4411
H13 -0.1801 2.0828 -2.7950
H14 1.4011 -0.4692 0.5376
C5 -0.3038 1.3118 1.0747
H15 1.7601 -1.4533 -1.8067
H16 1.4400 -2.3191 0.5527

---

Entry Q
The following is a DFT calculation (ωB97M-V/def2-TZVPD) of 2 unconnected molecules or ions with the total composition C5H16NO.

Values from the calculation:
- multiplicity = 1
- LUMO level (eV) = -3.50
- charge = +1
- frontier orbital gap (hartree) = 0.4091

Positions of all 23 atoms, in Å:
O1 -0.7100 -3.9392 1.1989
H1 1.4272 1.1900 0.0899
C1 0.6330 0.4773 0.3090
H2 -1.5714 -4.1425 0.7920
H3 -0.0931 1.8836 1.8452
N1 0.1521 0.9089 1.7036
H4 1.3611 -1.4523 -0.4111
H5 -1.0719 2.5417 -0.7190
H6 -0.4445 -0.3970 -1.3364
H7 -1.7122 1.7022 -2.1121
H8 2.1673 -0.8332 1.0831
H9 0.1941 1.5688 -3.2291
H10 -1.3994 0.1356 0.0959
H11 -0.5867 0.2802 2.0053
H12 1.3012 1.7205 -1.8822
H13 0.5137 -1.5317 1.0270
H14 0.9460 0.7196 2.3207
C2 1.2496 -0.8919 0.5143
C3 -0.9148 1.6817 -1.3783
H15 0.3337 3.1179 -2.4804
H16 -0.9409 -3.8213 2.1210
C4 -0.6122 0.4010 -0.6174
C5 0.3417 2.0532 -2.2594

---

Entry R
The following is a DFT calculation (ωB97M-V/def2-TZVPD) of 2 unconnected molecules or ions with the total composition C5H16NO.

Values from the calculation:
- multiplicity = 1
- LUMO level (eV) = -3.48
- charge = +1
- frontier orbital gap (hartree) = 0.3970

Positions of all 23 atoms, in Å:
H1 -2.1167 -0.8162 -1.7727
H2 -2.5593 -1.7625 -0.5255
C1 1.2201 0.8609 -0.5163
C2 -2.5514 0.3131 0.0336
H3 3.1129 1.0839 0.3251
H4 2.1666 0.0175 1.2072
C3 0.6212 -0.4160 -1.1054
H5 -0.3062 -2.3162 -0.7241
H6 3.0552 -0.5309 -0.1431
H7 0.2211 1.7888 2.0980
H8 -2.4346 0.0684 1.0595
H9 -0.0737 -1.2304 0.7806
C4 -1.9476 -0.8813 -0.6991
H10 0.2236 -0.3283 -2.1621
C5 -0.4287 -1.2107 -0.2969
O1 0.2593 0.8143 2.1327
H11 1.6045 -0.9464 -1.4027
H12 1.7458 1.3376 -1.4190
N1 2.4555 0.2639 0.2774
H13 0.3761 0.7040 3.1426
H14 0.7778 1.5206 0.2215
H15 -1.8925 1.1193 -0.1911
H16 -3.5289 0.5466 -0.3203

---

It comes down to entry P, which is 16.0 kJ/mol more stable than the next structure.

---

Entry P
The following is a DFT calculation (ωB97M-V/def2-TZVPD) of 2 unconnected molecules or ions with the total composition C5H16NO.

Values from the calculation:
- multiplicity = 1
- LUMO level (eV) = -3.36
- charge = +1
- frontier orbital gap (hartree) = 0.4330

Positions of all 23 atoms, in Å:
H1 -0.0765 -0.7002 -1.7168
C1 -0.1751 0.8667 0.5516
H2 1.1324 -1.4496 -0.7967
H3 0.2051 -2.3107 -1.7578
C2 -1.3640 1.2959 -0.3730
C3 -0.4089 -0.5569 1.1201
N1 0.1541 -1.5016 -1.1343
H4 -1.8237 -1.4069 -0.3195
H5 3.6936 -1.1531 -1.6195
H6 -1.2503 2.3592 -0.5384
C4 -0.8191 -1.5880 0.0529
O1 2.8588 -0.7550 -1.3513
H7 -1.0603 2.0623 2.1461
H8 0.1846 2.8495 1.2276
H9 -2.2988 1.0648 0.1305
H10 0.4520 -0.9870 1.6307
H11 0.7178 0.7670 -0.0649
H12 2.6622 -0.0775 -2.0105
H13 -1.2723 -0.5524 1.7885
H14 0.6762 1.7373 2.4151
H15 -1.3308 0.7936 -1.3395
H16 -0.7559 -2.6482 0.2901
C5 -0.1014 1.8908 1.6689

---

Entry Q
The following is a DFT calculation (ωB97M-V/def2-TZVPD) of 2 unconnected molecules or ions with the total composition C5H16NO.

Values from the calculation:
- multiplicity = 1
- LUMO level (eV) = -3.14
- charge = +1
- frontier orbital gap (hartree) = 0.4565

Positions of all 23 atoms, in Å:
H1 1.1797 1.1467 -1.8772
H2 1.8446 -1.0975 0.8149
H3 -2.6343 -1.9769 -0.2985
C1 -1.7173 -1.7278 -0.8386
H4 1.5721 2.4656 2.4709
H5 -0.4922 0.6936 -2.2266
N1 1.6013 -0.2677 0.2638
H6 -0.3467 -1.8000 0.7831
H7 -1.2778 -2.6587 -1.1993
H8 -2.0325 -0.4239 1.7247
C2 -0.7430 -1.0302 0.1144
H9 -2.1121 0.6245 0.3007
C3 0.4612 -0.4985 -0.6894
C4 0.2454 0.8031 -1.4370
H10 0.7654 -1.2860 -1.3862
H11 1.3019 0.4591 0.9268
H12 2.4458 0.0729 -0.1939
H13 2.3299 2.9877 1.2383
H14 -0.7522 0.7380 1.4273
O1 1.8544 2.2225 1.5801
H15 -0.0845 1.6008 -0.7598
C5 -1.4448 0.0498 0.9432
H16 -1.9643 -1.0973 -1.6819

---

It comes down to entry Q, which is 53.7 kJ/mol more stable than the next structure.